Entry 1:
C4H5FO2 | ωB97M-V with the def2-TZVPD basis set

Last column: Mulliken charge in e.
Cartesian coordinates (Å):
C 0.55 -0.73 -0.46  -0.17
C -0.56 -0.60 -1.15  -0.18
C 0.98 0.09 0.53  -0.70
C -1.36 1.10 0.15  0.13
O -1.43 0.33 -0.96  -0.22
O -1.42 0.68 1.46  -0.41
F -2.18 2.21 -0.01  -0.25
H 1.20 -1.44 -0.86  0.35
H -0.82 -1.18 -1.99  0.44
H 0.33 0.56 1.33  0.42
H 2.07 0.20 0.72  0.26
H -1.93 -0.11 1.60  0.31

relative energy (zero: lowest compared OMol25 entry of this formula, charge and spin)	4.638	eV
E_HOMO (alpha / beta)	-7.624 / -8.286	eV
spin multiplicity	1

Entry 2:
C4H5FO2S | ωB97M-V with the def2-TZVPD basis set

Last column: Mulliken charge in e.
Cartesian coordinates (Å):
C 1.76 0.79 0.17  -0.67
O 0.24 0.68 -0.09  -0.43
C -0.52 -0.42 0.10  0.40
C -0.09 -1.66 -0.09  -0.08
F 1.22 -2.18 -0.23  -0.24
C -1.93 0.05 -0.10  0.33
O -1.93 1.46 -0.28  -0.55
S -3.20 -0.90 0.06  -0.33
H 2.01 2.05 0.43  0.24
H 2.31 0.58 -0.92  0.27
H 2.04 0.14 1.00  0.33
H -0.93 -2.41 0.16  0.25
H -0.98 1.82 -0.22  0.48

SMILES string	CO/C(=C\F)C(O)=S
relative energy (zero: lowest compared OMol25 entry of this formula, charge and spin)	3.663	eV
E_HOMO	-9.114	eV
spin multiplicity	1